[1]
7
Properties=species:S:1:pos:R:3 method="wB97M-V/def2-TZVPD" e_lumo_ev=-6.0 e_homo_ev=-10.29 total_charge=+2 homo_lumo_gap_ev=4.28 e_above_lowest_kcal_mol=57.42
Rb -4.47716 -1.36198 -1.78137
Rb -0.63696 -1.95940 5.86322
Rb 1.67635 -0.61207 -5.73819
O 1.66855 0.32028 -0.20911
O 0.96196 2.17060 0.63080
O -0.06959 0.43349 0.81825
N 0.87684 1.00908 0.41639

---

[2]
5
Properties=species:S:1:pos:R:3 method="wB97M-V/def2-TZVPD" e_lumo_ev="3.4 / 3.5" e_homo_ev="-1.30 / -4.94" total_charge=-1 homo_lumo_gap_ev="4.65 / 8.39" e_above_lowest_kcal_mol=10.99
S 0.14100 -1.01790 0.60377
O -1.26430 -1.40042 0.82423
O 0.96981 -1.11438 1.82253
O 0.41107 2.24847 -1.46209
N -0.25757 1.28423 -1.78845